(1)
A structure of composition C6H5InN2O4Se4, computed with ωB97M-V/def2-TZVPD.

Summary:
E_tot ... -284036.3832 eV
Strongest force on any atom ... 0.444 eV/A
Energy above the lowest of the compared OMol25 structures with the same formula, charge and spin ... 10.1 kcal/mol
Orbital gap ... 7.816 eV

Element x y z (Å)
1 In 2.2749 0.2140 0.8098
2 C -1.3890 2.1441 0.8958
3 C -1.1019 0.8660 0.1938
4 N 0.0572 0.2197 0.1152
5 C -0.1703 -0.9118 -0.6382
6 C -1.4681 -0.9534 -1.0204
7 N -2.0340 0.1745 -0.4858
8 C -2.3242 -1.8783 -1.8151
9 O -1.7421 -2.9471 -2.3140
10 O -3.4896 -1.6027 -1.9582
11 C 0.9341 -1.8622 -0.8794
12 O 0.7424 -2.8575 -1.5634
13 O 2.0528 -1.5362 -0.3234
14 H -0.4883 2.5324 1.3557
15 H -2.1370 1.9935 1.6744
16 H -1.7692 2.8880 0.1954
17 H -3.0114 0.3987 -0.6151
18 H -0.7716 -2.9785 -2.0697
19 Se 4.7990 0.0274 0.7099
20 Se 5.2606 2.0984 1.6645
21 Se 3.9306 1.9453 3.5491
22 Se 1.8451 2.0260 2.5187

(2)
A structure of composition C41H60ClCrN10O2P, computed with ωB97M-V/def2-TZVPD.

Summary:
E_tot ... -112705.8414 eV
Strongest force on any atom ... 0.554 eV/A
Net charge ... +2
Expectation value of S² ... 6.067
2S+1 ... 5
Energy above the lowest of the compared OMol25 structures with the same formula, charge and spin ... 0.8 kcal/mol
Orbital gap (spin up / spin down) ... 6.298 / 6.996 eV

Element x y z (Å)
1 Cr -0.5164 0.0303 1.7969
2 C -3.5033 -0.4560 6.5894
3 C -3.5149 -1.1527 5.3901
4 C -2.4752 -0.9975 4.4823
5 C -1.4106 -0.1383 4.7627
6 C -1.3901 0.5453 5.9788
7 C -2.4332 0.3854 6.8748
8 N -0.3767 -0.0026 3.8248
9 N 0.8220 0.2548 4.3719
10 C 1.8072 0.3218 3.4123
11 C 3.1341 0.5145 3.8370
12 C 4.1441 0.6040 2.9030
13 C 3.8519 0.5037 1.5425
14 C 2.5406 0.2973 1.1259
15 C 1.4968 0.1963 2.0411
16 H -4.3088 -0.5740 7.2990
17 H -4.3269 -1.8332 5.1668
18 H -2.4807 -1.5611 3.5515
19 H -0.5567 1.1950 6.2049
20 H -2.4095 0.9268 7.8102
21 H 3.3355 0.6123 4.8949
22 H 5.1634 0.7637 3.2263
23 H 4.6448 0.5950 0.8124
24 H 2.3586 0.2238 0.0615
25 C 2.2503 2.3570 -2.4513
26 C 2.1643 1.8426 -3.8972
27 C 3.5095 2.1750 -4.5524
28 C 1.0705 2.6540 -4.5972
29 C 1.9036 0.2908 -3.9637
30 O 2.6091 -0.3560 -2.8765
31 C 2.3776 -0.4325 -5.2576
32 C 1.4312 -0.6608 -6.4480
33 C 1.0109 0.5607 -7.2177
34 C 1.9593 1.3721 -7.8359
35 C 1.5896 2.5324 -8.4932
36 C 0.2480 2.8842 -8.5442
37 Cl -0.2218 4.3448 -9.3479
38 C -0.7188 2.0750 -7.9723
39 C -0.3282 0.9160 -7.3173
40 C 0.4477 -0.1317 -3.7535
41 N -0.1131 0.1529 -2.4348
42 C 0.2125 -0.3767 -1.2634
43 N -0.4937 0.2042 -0.2983
44 C -1.2478 1.1190 -0.9750
45 N -1.0521 1.1052 -2.2663
46 H 2.3900 3.4380 -2.4855
47 H 3.0944 1.9368 -1.9107
48 H 1.3452 2.1764 -1.8748
49 H 3.7722 3.2074 -4.3235
50 H 3.4710 2.0824 -5.6360
51 H 4.3270 1.5493 -4.1842
52 H 1.3768 3.7001 -4.6228
53 H 0.1208 2.6068 -4.0645
54 H 0.9084 2.3435 -5.6232
55 H 3.5545 -0.2327 -3.0191
56 H 2.6702 -1.4272 -4.9116
57 H 3.2920 0.0396 -5.6156
58 H 0.5405 -1.2093 -6.1336
59 H 1.9606 -1.3407 -7.1208
60 H 3.0067 1.0980 -7.8068
61 H 2.3277 3.1612 -8.9688
62 H -1.7605 2.3507 -8.0419
63 H -1.0870 0.2828 -6.8724
64 H 0.3859 -1.2126 -3.8923
65 H -0.2121 0.3502 -4.4703
66 H 0.9574 -1.1414 -1.1590
67 H -1.9495 1.7739 -0.4903
68 C -5.6843 -0.7840 0.0421
69 N -5.0228 -0.4751 1.3112
70 C -5.8430 -0.2798 2.5106
71 C -3.7324 -0.4292 1.4031
72 N -2.5821 -0.3776 1.5449
73 H -6.2490 -1.7108 0.1430
74 H -4.9379 -0.8936 -0.7405
75 H -6.3607 0.0296 -0.2196
76 H -6.4333 -1.1772 2.6950
77 H -6.5066 0.5712 2.3586
78 H -5.1937 -0.0878 3.3631
79 C 1.0757 3.6152 2.4176
80 C 0.1757 3.0425 1.3470
81 O -0.8408 2.1382 1.8570
82 C -1.8327 2.7782 2.6990
83 C -3.1785 2.8683 2.0167
84 H 1.9575 4.0411 1.9398
85 H 1.4056 2.8406 3.1055
86 H 0.5994 4.4099 2.9892
87 H 0.7484 2.4489 0.6304
88 H -0.3503 3.8290 0.7960
89 H -1.4737 3.7817 2.9256
90 H -1.8713 2.2210 3.6359
91 H -3.1033 3.4105 1.0728
92 H -3.8651 3.4195 2.6591
93 H -3.6115 1.8885 1.8254
94 C -0.1698 -5.0366 3.6020
95 N 0.9492 -4.0680 4.0081
96 C 2.2014 -4.3967 3.1807
97 N 1.9066 -4.3662 1.7939
98 C 0.8231 -5.2907 1.4737
99 N -0.4036 -4.9727 2.2026
100 C -0.9922 -3.6998 1.7705
101 P 0.1600 -2.2812 2.0576
102 C 0.5236 -2.6399 3.8265
103 C 1.6695 -3.0131 1.2894
104 H -1.0522 -4.7575 4.1789
105 H 0.1722 -6.0310 3.8919
106 H 1.1679 -4.2101 4.9972
107 H 2.5136 -5.3931 3.4945
108 H 2.9569 -3.6582 3.4501
109 H 1.1344 -6.3027 1.7376
110 H 0.6252 -5.2554 0.4034
111 H -1.9273 -3.5197 2.3084
112 H -1.2383 -3.7621 0.7082
113 H -0.3805 -2.4739 4.4175
114 H 1.3052 -1.9796 4.2101
115 H 2.5259 -2.3657 1.4932
116 H 1.5429 -3.0613 0.2064

(3)
A cluster of 6 separate species, C48H50F3N2O25P2 in total in a non-equilibrium geometry, computed with ωB97M-V/def2-TZVPD.

Summary:
E_tot ... -131472.2515 eV
Strongest force on any atom ... 2.567 eV/A
Net charge ... +1
Orbital gap ... 6.823 eV

Element x y z (Å)
1 C -3.5835 -2.9409 3.1453
2 C -2.4239 -3.5148 4.0253
3 O -1.1287 -2.9855 3.7035
4 C -1.1141 -1.5558 3.6930
5 C 0.3310 -1.0615 4.0304
6 C 1.1596 -0.5482 2.8211
7 N 2.6352 -0.5141 3.1028
8 C 3.1203 -1.6513 3.2595
9 O 3.5551 -2.6442 3.6925
10 C 0.9190 0.9699 2.3590
11 C 0.7487 2.0798 3.4547
12 C -0.5581 2.9613 3.2851
13 C -1.8658 2.2248 3.6205
14 F -2.4227 1.2280 2.8288
15 C -2.5833 2.5986 4.7495
16 F -2.0687 2.3290 5.9522
17 F -3.7684 3.2043 4.6148
18 N -0.0721 0.8827 1.2895
19 C -0.1940 -0.2644 0.6835
20 P -1.3677 -0.7500 -0.6785
21 C -1.2521 0.3932 -2.1445
22 C -1.0345 1.9173 -1.8196
23 C -3.0779 -0.8031 0.0585
24 C -3.9180 0.5280 -0.0483
25 C 0.8523 -1.1812 1.3868
26 C 0.6641 -2.7422 1.2527
27 P 1.8959 -3.5662 0.1126
28 O 1.3643 -4.8589 -0.3564
29 O 3.3212 -3.8682 0.8617
30 O 2.2337 -2.6057 -1.1869
31 H -4.4342 -3.6549 3.2035
32 H -3.8646 -1.9330 3.5162
33 H -3.2460 -2.9200 2.0853
34 H -2.6224 -3.4085 5.1185
35 H -2.3780 -4.6067 3.8193
36 H -1.5657 -1.1079 2.7801
37 H -1.7670 -1.2401 4.5505
38 H 0.8261 -1.9068 4.5676
39 H 0.2203 -0.2641 4.8030
40 H 1.9225 1.1976 1.9231
41 H 1.6038 2.7877 3.3463
42 H 0.7891 1.7055 4.4956
43 H -0.6399 3.3087 2.2254
44 H -0.4534 3.8247 3.9708
45 H -0.7251 1.5941 0.9626
46 H -0.4588 0.0151 -2.8486
47 H -2.2088 0.3137 -2.7166
48 H 0.0425 2.2050 -1.8582
49 H -1.5332 2.2709 -0.8931
50 H -1.5046 2.4956 -2.6533
51 H -2.9761 -1.0270 1.1465
52 H -3.6405 -1.6383 -0.3979
53 H -3.4657 1.3177 -0.6790
54 H -4.2122 0.9435 0.9422
55 H -4.8829 0.2602 -0.5454
56 H 1.7991 -0.9806 0.8134
57 H -0.3471 -3.0007 0.8606
58 H 0.7965 -3.2477 2.2322
59 H 3.8934 -3.0799 0.8931
60 H 1.6244 -1.8484 -1.2106
61 C 3.2437 0.7375 -7.1974
62 C 2.9056 0.9772 -5.9276
63 C 1.5573 0.6127 -5.3932
64 O 1.3030 0.8361 -4.2175
65 C 0.5972 0.0069 -6.3053
66 C 0.9315 -0.2319 -7.5802
67 C 2.2914 0.1083 -8.1092
68 O 2.5531 -0.1440 -9.2676
69 O 0.0729 -0.7841 -8.4418
70 O 3.7607 1.5570 -5.0668
71 H 4.2160 0.9949 -7.5931
72 H -0.3799 -0.2360 -5.9111
73 H 0.5546 -0.8513 -9.2897
74 H 3.2822 1.6182 -4.2200
75 C 6.4980 5.6167 -9.1956
76 C 6.4508 5.5912 -10.5327
77 C 6.1676 4.3264 -11.2820
78 O 6.1162 4.3569 -12.4955
79 C 5.9684 3.1004 -10.5103
80 C 6.0196 3.1285 -9.1762
81 C 6.2756 4.3969 -8.4267
82 O 6.2931 4.3690 -7.2093
83 O 5.8432 2.0188 -8.4352
84 O 6.6526 6.6925 -11.2681
85 H 6.6993 6.5237 -8.6427
86 H 5.7818 2.1894 -11.0623
87 H 5.9288 2.3114 -7.5058
88 H 6.5639 6.4090 -12.1985
89 C 2.1764 8.9334 3.8767
90 C 2.0746 8.9352 2.5417
91 C 1.7229 7.6944 1.7824
92 O 1.6227 7.7454 0.5723
93 C 1.5176 6.4604 2.5403
94 C 1.6231 6.4607 3.8712
95 C 1.9480 7.7066 4.6325
96 O 2.0132 7.6519 5.8456
97 O 1.4425 5.3425 4.5987
98 O 2.2804 10.0439 1.8197
99 H 2.4276 9.8231 4.4371
100 H 1.2812 5.5665 1.9793
101 H 1.5729 5.6129 5.5298
102 H 2.1462 9.7842 0.8883
103 C -3.4459 -6.4111 -3.2090
104 C -2.7378 -5.6532 -2.3627
105 C -3.0431 -4.1986 -2.1746
106 O -2.3838 -3.5510 -1.3763
107 C -4.1208 -3.6141 -2.9631
108 C -4.8262 -4.3714 -3.8122
109 C -4.5406 -5.8324 -3.9807
110 O -5.2224 -6.4789 -4.7510
111 O -5.8186 -3.8652 -4.5504
112 O -1.7248 -6.1594 -1.6455
113 H -3.2378 -7.4622 -3.3527
114 H -4.3198 -2.5590 -2.8314
115 H -6.1658 -4.6136 -5.0752
116 H -1.3696 -5.4214 -1.1139
117 C -1.8420 -5.1367 9.4708
118 C -1.9709 -5.1121 8.1411
119 C -3.2909 -5.3505 7.4770
120 O -3.3577 -5.2971 6.2600
121 C -4.4430 -5.6410 8.3209
122 C -4.3155 -5.6699 9.6533
123 C -3.0012 -5.4046 10.3197
124 O -2.9395 -5.4237 11.5329
125 O -5.3526 -5.9357 10.4555
126 O -0.9245 -4.8711 7.3317
127 H -0.8945 -4.9639 9.9622
128 H -5.3866 -5.8285 7.8277
129 H -5.0006 -5.8950 11.3659
130 H -1.2796 -4.9086 6.4236